No. 1
Below is C54H42AlBrNO4P2S2 as an isolated structure in a non-equilibrium geometry, with properties calculated with ωB97M-V/def2-TZVPD.

Structure (XYZ):
```
107
Properties=species:S:1:pos:R:3
H 1.385 -0.176 -4.053
C 2.118 3.954 0.556
H 3.133 -4.563 -2.597
P 0.230 2.303 1.639
O 5.128 5.327 -3.697
C -2.981 0.237 -6.149
O 5.510 4.884 -1.323
H 2.820 1.560 2.874
C -2.342 -3.069 -0.862
C -0.304 -1.337 2.180
N 0.513 1.096 -1.706
H -0.033 0.902 -2.554
C -4.180 -4.225 0.351
C -0.442 4.960 2.379
S -0.780 -1.240 0.452
H -2.540 2.291 2.265
C 3.397 4.431 0.340
C 0.653 1.278 5.474
H 5.099 2.391 2.443
H -4.157 4.030 2.914
C -2.889 -4.940 -2.936
C 0.920 -2.033 -3.052
C 0.187 1.129 3.047
C -4.715 -5.908 -1.315
H -0.302 -3.410 1.706
C 3.066 -1.492 -4.018
C -1.362 5.934 2.749
C -1.680 -2.958 -2.114
H 0.068 -0.738 7.561
C 0.482 1.839 4.202
H 0.263 -4.210 3.945
C -0.142 -2.673 2.488
C -1.551 -0.828 -4.006
C 2.977 2.362 2.163
C 4.094 2.067 -1.961
C -3.039 -2.416 1.394
C 0.776 -0.969 6.765
P -0.710 -1.449 -2.511
C 1.755 -1.146 -3.735
H -4.721 -3.433 2.283
H 5.469 4.211 0.793
H -1.518 -0.718 -7.391
C 0.173 -3.148 3.764
C -2.690 -0.051 -3.784
Al -0.842 1.685 -0.406
H 2.713 4.755 -3.476
C -3.118 4.290 2.763
H 0.883 1.909 6.321
H 1.774 -0.816 7.177
H 0.597 5.225 2.239
H -3.063 -5.637 -3.745
H -4.288 1.073 -4.663
C -1.135 -1.064 -5.313
H -0.255 -1.665 -5.506
C 1.903 2.925 1.481
C -3.325 -4.061 -0.756
H 3.588 5.212 -0.381
C 4.471 3.861 1.016
C 2.748 -3.604 -2.918
C -4.072 -3.368 1.420
C 1.432 -3.260 -2.634
C 2.753 3.792 -2.981
H 0.615 2.911 4.118
C 0.559 -0.075 5.574
H 0.622 3.436 -3.006
H -2.892 -1.786 2.265
H -4.998 -6.144 0.862
C 3.989 3.308 -2.580
C 0.263 -0.841 4.424
C 3.565 -2.723 -3.610
H -5.552 -5.876 -2.013
H 3.011 0.372 -1.187
C -2.181 -2.292 0.321
H -3.405 6.366 3.221
C -1.954 -3.895 -3.093
Br -2.110 3.252 -1.353
C 2.951 1.331 -1.696
H -6.151 -5.050 0.129
H 1.476 -3.022 6.370
C 1.600 3.063 -2.720
C 0.593 -2.402 6.217
C -0.865 3.649 2.200
H 1.285 4.381 0.005
H -4.378 -6.944 -1.276
C -1.849 -0.531 -6.378
C -3.600 -4.997 -1.767
H -1.032 6.954 2.889
H -1.450 -3.792 -4.048
C -2.208 3.318 2.392
C 0.316 -2.215 4.749
H -3.029 0.131 -2.767
H 5.077 1.709 -1.684
H 0.801 -3.957 -2.096
C -3.406 0.474 -4.848
H -3.529 0.655 -6.982
C 4.261 2.836 1.924
C -5.112 -5.379 0.093
C 1.723 1.856 -2.061
H 0.810 0.162 -1.409
S 5.455 4.350 -2.682
H -0.241 -2.918 6.696
H 4.590 -2.990 -3.828
C -2.694 5.603 2.937
H 3.701 -0.797 -4.551
O 6.520 3.423 -3.001
O -1.394 0.162 0.237
C 0.015 -0.303 3.131
```

Its HOMO energy is -9.5459 eV. As for the energy: -183245.783 eV. The calculation puts the HOMO-LUMO gap at 6.04 eV. The multiplicity is 1. The LUMO energy is -3.50 eV. Its total charge is +1. Its relative energy (zero: lowest compared OMol25 entry of this formula, charge and spin) is 13.6 kcal/mol.


No. 2
Below is a 4-piece molecular cluster, C54H42F3NO12 overall in a non-equilibrium geometry, with properties calculated with ωB97M-V/def2-TZVPD.

Structure (XYZ):
```
112
Properties=species:S:1:pos:R:3
H 6.818 -6.658 -1.008
H 4.410 -2.803 -1.608
H 2.170 -4.689 -0.942
C -0.656 3.355 0.873
H -1.542 -1.747 -7.005
H 4.210 -3.272 0.056
C -0.627 4.943 -0.942
C 0.639 -2.441 6.907
H -2.673 -2.448 4.919
O -3.142 -0.030 5.292
C 1.275 4.896 -2.648
O 1.719 2.315 -0.168
C -4.725 2.551 -6.994
C -0.008 5.487 -2.180
C 2.473 -1.687 1.577
C 5.097 -5.489 -0.228
C 6.467 -6.089 -0.156
H 4.657 3.471 -3.834
C 3.705 3.864 -3.505
C -2.298 -5.432 0.032
C -2.105 -0.032 5.924
O 1.099 -3.363 2.651
H -2.295 3.528 2.237
C -1.745 -2.448 5.474
H -5.256 6.959 -5.701
O 0.826 -6.634 2.355
C -0.431 1.208 7.324
C -2.391 5.010 0.686
C 2.278 -1.478 0.054
F -1.653 -4.609 -0.812
C -1.305 -1.277 6.080
H 7.373 -6.685 1.718
H 3.567 5.295 -5.100
C 0.206 -3.599 6.287
C -0.992 -3.604 5.578
H 0.324 -4.979 0.694
C 1.877 3.849 -1.949
F -2.729 -6.483 -0.675
O 1.364 -0.054 8.177
H 3.377 -1.216 1.950
C -4.652 6.062 -5.650
C -0.115 -1.277 6.811
H -2.237 6.355 -0.976
H 1.651 -1.175 2.070
C -3.090 3.773 -5.534
O -1.526 -5.888 1.039
C 7.210 -5.902 0.988
C -3.844 1.350 -6.963
O 1.665 -4.919 4.187
H -5.170 0.195 -8.185
O -5.777 2.535 -7.599
H -0.869 0.268 -5.748
H 3.206 -1.155 -0.407
H 2.736 -3.894 1.412
C 2.525 -3.718 -1.284
H -3.300 5.460 1.063
C -0.048 3.866 -0.267
H 1.407 6.210 -4.334
H -0.346 4.469 8.216
C -1.597 1.218 6.556
H -1.788 4.909 -4.270
H 3.112 -3.174 2.947
O 4.730 -4.763 -1.313
C 1.598 -2.632 -0.680
H 0.909 2.366 8.528
C 0.358 -0.044 7.498
C -2.636 1.365 -6.262
F -3.369 -4.768 0.486
C -1.797 5.515 -0.458
C -2.298 2.403 6.377
C -0.694 3.557 7.749
C -2.190 -0.881 -6.986
H -0.915 -3.994 1.557
C 0.011 2.379 7.926
C 2.423 -3.119 2.107
H 3.565 2.537 -1.828
C -2.220 2.566 -5.485
H -3.169 6.942 -4.365
C -4.276 3.773 -6.271
O -1.196 2.561 -4.832
C 1.011 -4.573 3.243
O -0.535 6.393 -2.794
C -4.228 0.208 -7.654
C 3.094 4.893 -4.215
H -3.703 -1.791 -8.208
O 4.338 -5.740 0.688
N 0.049 -5.481 2.670
C 1.882 5.408 -3.787
H -3.195 2.410 5.773
H -1.332 -4.515 5.100
H -2.391 4.494 6.824
C -1.846 3.570 6.968
C 1.225 3.261 -0.747
C -1.825 3.926 1.348
H 0.797 -4.500 6.354
C 3.096 3.340 -2.378
C -2.701 4.913 -4.846
H 2.396 -3.741 -2.360
C -5.052 4.923 -6.329
H 1.617 -0.622 -0.039
H 1.567 -2.434 7.462
H 1.049 -2.192 -1.508
C -3.479 6.055 -4.902
H 7.638 -4.929 1.203
C -0.481 -4.977 1.424
H -5.965 4.926 -6.908
C -3.404 -0.904 -7.665
C -1.809 0.249 -6.281
H -0.211 2.515 1.387
C 3.998 -3.575 -0.963
H 0.837 -3.060 -0.038
H 0.218 -7.273 1.968
```

Its HOMO energy is -8.4738 eV. As for the energy: -90888.537 eV. The SMILES is C=CC(=O)OCCCCCCOC(=O)N(O)COC(F)(F)F.O=C1c2ccccc2C(=O)c2ccccc21.O=C1c2ccccc2C(=O)c2ccccc21.O=C1c2ccccc2C(=O)c2ccccc21. The calculation puts the HOMO-LUMO gap at 7.38 eV. The multiplicity is 1. The LUMO energy is -1.09 eV. Its total charge is 0.


No. 3
Below is C54H43CrN2O4P2S5 as an isolated structure, with properties calculated with ωB97M-V/def2-TZVPD.

Structure (XYZ):
```
111
Properties=species:S:1:pos:R:3
O -2.860 1.408 0.297
H -6.177 -0.729 -3.008
H 1.980 5.087 1.673
H 1.812 4.533 -4.499
C -1.450 3.061 1.709
C 5.156 -2.111 -2.076
S -2.947 -0.481 -5.767
H -2.638 -4.322 -0.339
O -2.467 -2.255 -7.662
H -0.549 5.762 3.518
H -3.396 -3.269 -3.137
C -1.027 2.060 2.571
C 2.435 4.438 0.936
C -0.672 4.720 3.249
S -2.074 0.927 -3.256
S -2.082 2.600 0.119
C 3.789 -1.499 -0.194
H 1.581 4.208 5.203
N 0.514 2.233 -2.475
C 0.510 4.093 5.381
Cr -0.272 0.447 -1.829
C 3.058 0.094 3.636
H 3.814 5.922 0.220
C 0.201 -4.655 -3.222
C -0.121 3.000 -1.588
C 3.230 -0.450 -0.922
C -4.120 -1.445 0.164
P -1.670 -1.700 -1.171
H 1.607 2.040 -4.199
H -0.205 -3.857 5.219
H 5.899 -2.757 -2.523
C -5.477 -1.185 0.268
H -1.868 -2.010 5.033
H -0.546 -6.042 -4.681
C 2.108 -0.785 4.136
C -0.204 3.733 4.109
C 0.952 -0.704 2.069
H -1.298 -4.640 3.695
H -5.944 -1.174 1.243
H 4.053 2.101 -1.668
H -2.842 -5.127 -4.622
C 4.029 4.058 -0.814
H -3.787 -1.159 -3.187
C -2.032 -1.690 -6.698
H -7.284 -0.724 -0.791
H 4.895 -0.913 -3.838
C -0.679 -2.857 2.681
H 3.482 -1.680 0.827
C -3.486 -1.451 -1.077
C 0.559 -3.175 4.852
H -3.558 -1.627 1.069
H -0.050 1.616 4.418
C -6.225 -0.930 -0.871
C 3.459 4.905 0.121
H -0.576 5.006 -0.944
C -5.607 -0.932 -2.111
P 1.871 0.579 -0.252
C -4.248 -1.179 -2.212
C -1.320 -4.087 2.767
C 0.645 4.936 -2.716
H 0.711 6.011 -2.812
S 0.789 -0.735 -3.576
H -1.176 1.026 2.297
H 0.968 -2.676 5.729
H 1.352 -3.760 4.384
C 4.743 -2.325 -0.770
S -0.424 -1.987 -6.018
C -0.064 4.394 -1.669
C 2.552 2.277 -0.136
C -0.746 -2.201 1.455
C 1.983 3.137 0.807
H 0.679 -3.146 -1.791
H 2.209 -1.140 5.152
C 1.176 2.755 -3.509
C -1.712 -0.186 -4.562
C -1.453 -2.682 0.368
H -1.650 5.162 1.378
C 3.581 2.748 -0.941
C -0.103 -3.585 -2.403
C -1.123 -1.343 4.599
H -2.490 -5.584 1.773
C -0.038 -2.161 3.874
H 1.186 2.789 1.449
H 3.880 0.416 4.261
C 3.637 -0.258 -2.242
H 4.831 4.407 -1.450
C -2.080 -3.918 0.497
C -0.784 -5.214 -4.029
H -1.634 -0.667 3.913
N -0.720 2.170 -0.648
C -0.400 2.399 3.756
C -0.564 -0.867 -4.682
C 2.967 0.540 2.329
C 1.036 -1.212 3.361
C -1.396 -3.062 -2.364
C -1.293 4.393 2.050
H 1.210 -5.045 -3.241
C -2.378 -3.632 -3.162
C -2.004 -4.623 1.683
C 1.910 0.135 1.519
H 3.728 1.197 1.929
O -2.665 3.772 -0.476
C 1.272 4.116 -3.662
C -2.069 -4.701 -3.997
H 5.164 -3.137 -0.191
O -0.108 -1.000 1.262
C 4.600 -1.074 -2.811
H 0.141 5.031 5.792
H 0.386 3.318 6.136
H 3.179 0.514 -2.848
H -0.678 -0.750 5.399
```

Its HOMO energy (alpha / beta) is -6.5964 / -6.6899 eV. As for the energy: -169045.648 eV. The calculation puts the HOMO-LUMO gap (alpha / beta) at 6.43 / 6.68 eV. The multiplicity is 4. The LUMO energy (alpha / beta) is -0.16 / -0.01 eV. Its total charge is 0. Its relative energy (zero: lowest compared OMol25 entry of this formula, charge and spin) is 0.0 kcal/mol.


No. 4
Below is C54H43N6PRuS2 as an isolated structure in a non-equilibrium geometry, with properties calculated with ωB97M-V/def2-TZVPD.

Structure (XYZ):
```
107
Properties=species:S:1:pos:R:3
C -3.088 -2.156 -2.985
H 1.795 5.901 -1.440
H 6.028 -3.631 3.556
C 0.318 1.167 -6.163
H -3.935 -2.948 2.334
H 3.160 0.368 4.318
C -5.176 -2.527 -1.873
C -0.073 -6.090 2.475
H -0.216 -4.675 4.056
H 5.517 1.187 2.552
H -0.436 8.748 -3.727
C -5.843 -2.728 3.296
H 1.627 1.232 4.123
C -1.300 6.788 -3.571
C -1.173 5.515 -3.036
H -0.136 0.058 -3.020
H 0.072 -7.288 0.660
C 4.773 -2.120 2.699
C -0.067 5.189 -2.251
C -6.829 -1.840 3.710
H -1.631 -1.113 -1.865
C 3.395 -0.308 1.725
C 0.023 2.572 -2.120
C 2.611 1.068 3.696
H -1.937 4.766 -3.219
H -2.162 7.032 -4.181
C -1.381 0.594 1.509
H -0.103 -6.945 3.138
C 0.030 -6.284 1.065
C -0.330 7.750 -3.318
C 2.878 -0.594 0.477
C -3.332 -0.416 1.736
C 2.635 -1.247 -1.880
C 6.921 -1.680 3.687
C -0.009 2.405 0.066
C 3.002 -1.902 -3.039
H 5.883 -3.262 -1.910
H 0.162 -5.388 -0.854
H 2.389 -1.822 -3.930
H 0.438 4.047 -4.399
C 4.573 -2.038 -0.744
C 0.030 -3.881 0.694
N 0.001 3.722 -0.236
C -4.542 -0.891 2.434
N -2.420 0.416 2.345
C -4.378 -2.664 -3.000
H 0.578 3.228 -6.695
N -1.605 -0.066 0.390
C 4.620 -0.764 2.413
C -0.089 -3.675 2.143
C -4.696 -1.898 -0.732
C 4.176 -2.641 -3.051
C -2.825 -0.696 0.480
S -0.178 -2.193 2.866
H -5.961 -3.791 3.471
C -2.558 0.984 3.692
C 0.083 -5.225 0.213
H -5.349 -1.785 0.119
H 3.149 2.013 3.669
C 5.918 -2.576 3.335
N -0.002 1.691 -1.054
C 4.957 -2.698 -1.905
N 1.654 0.025 0.400
C 5.621 0.130 2.780
C 0.127 0.278 -5.116
H 1.761 -0.608 -1.917
C -0.133 -4.835 2.992
C 0.910 6.154 -2.015
H -7.722 -2.208 4.199
H 0.960 5.167 0.982
H 1.542 8.175 -2.355
P -0.010 1.751 1.771
H -4.763 -3.140 -3.893
C 3.383 -1.314 -0.705
H 5.211 -2.087 0.126
Ru 0.037 -0.408 -0.830
C 0.025 0.756 -3.818
C 1.422 0.668 1.524
H -0.530 4.484 1.644
H 7.816 -2.035 4.183
C 0.014 3.855 -1.613
C -3.393 -1.401 -0.688
H -3.114 1.919 3.662
H -0.602 5.651 0.318
C -2.625 -1.531 -1.842
C 0.778 7.430 -2.546
H -6.190 -2.908 -1.880
C -5.524 -0.003 2.865
H 3.984 -2.815 2.429
H -2.453 -2.238 -3.859
C 6.770 -0.328 3.411
H -3.088 0.279 4.324
C 0.328 2.990 -4.584
H 4.488 -3.149 -3.956
H -7.433 0.219 3.818
S 0.163 -2.768 -0.567
H -1.574 1.170 4.110
N 2.473 0.508 2.346
H 7.550 0.374 3.684
C 0.114 2.110 -3.522
C 0.420 2.523 -5.888
H 0.060 -0.787 -5.312
C -4.706 -2.257 2.660
C -6.667 -0.478 3.497
C -0.042 4.823 0.737
H -5.414 1.062 2.684
H 0.390 0.805 -7.181
```

Its HOMO energy is -12.5625 eV. As for the energy: -99166.262 eV. The calculation puts the HOMO-LUMO gap at 5.07 eV. The multiplicity is 1. The LUMO energy is -7.49 eV. Its total charge is +2.